Below is a 2-piece molecular cluster, C7H18N2O overall, with properties calculated with the ωB97M-V functional and the def2-TZVPD basis.

Bonds (Å) are listed after each position.
CARTESIAN COORDINATES (ANGSTROEM)
1 C 0.792 1.270 -1.652  N2 1.450, H7 1.084, H8 1.091, H9 1.104
2 N 1.747 0.202 -1.427  C1 1.450, C3 1.469, H10 1.016
3 C 1.683 -0.510 -0.143  N2 1.469, C4 1.535, C5 1.532, N6 1.453
4 C 1.433 0.403 1.066  C3 1.535, H11 1.087, H12 1.087, H13 1.089
5 C 3.017 -1.244 0.031  C3 1.532, H14 1.087, H15 1.087, H16 1.086
6 N 0.633 -1.514 -0.165  C3 1.453, H17 1.014, H18 1.014
7 H -0.210 0.921 -1.430  C1 1.084
8 H 0.836 1.545 -2.707  C1 1.091
9 H 0.973 2.176 -1.048  C1 1.104
10 H 2.688 0.557 -1.573  N2 1.016
11 H 0.461 0.883 0.987  C4 1.087
12 H 1.452 -0.196 1.972  C4 1.087
13 H 2.202 1.170 1.130  C4 1.089
14 H 3.824 -0.539 0.215  C5 1.087
15 H 3.241 -1.814 -0.867  C5 1.087
16 H 2.943 -1.929 0.871  C5 1.086
17 H 0.751 -2.105 -0.980  N6 1.014
18 H -0.278 -1.074 -0.235  N6 1.014
19 C -3.317 -1.147 0.220  C20 1.324, H23 1.075, H24 1.074
20 C -2.671 -0.187 -0.423  C19 1.324, O21 1.357, H25 1.083
21 O -2.233 1.004 0.057  C20 1.357, C22 1.408
22 C -2.538 1.311 1.397  O21 1.408, H26 1.089, H27 1.093, H28 1.094
23 H -3.583 -1.089 1.260  C19 1.075
24 H -3.598 -2.043 -0.301  C19 1.074
25 H -2.420 -0.270 -1.473  C20 1.083
26 H -2.131 2.304 1.579  C22 1.089
27 H -3.619 1.323 1.559  C22 1.093
28 H -2.078 0.593 2.081  C22 1.094

ΔE to the lowest compared entry with this formula, charge and spin ... 40.63 kcal/mol
Lowest unoccupied orbital energy ... 0.951 eV
SMILES string ... CNC(C)(C)N.C=COC
Frontier orbital gap ... 9.531 eV

Löwdin population analysis, charges in e, atoms 1 to 2: atom 1 (C): -0.13, atom 2 (N): -0.07